{
  "formula": "C12H13F4N4O12RbS4",
  "method": "ωB97M-V/def2-TZVPD",
  "e_tot_ev": -98047.518,
  "largest_force_ha_per_bohr": 0.2124,
  "de_lowest_kj_mol": 551.7,
  "charge": -2,
  "elements": ["Rb", "C", "C", "C", "O", "C", "C", "C", "O", "O", "O", "H", "H", "C", "C", "N", "C", "C", "N", "C", "C", "H", "H", "H", "H", "H", "H", "H", "H", "H", "H", "H", "N", "S", "O", "O", "F", "S", "O", "O", "F", "N", "S", "O", "O", "F", "S", "O", "O", "F"],
  "xyz": [[-19.646, -12.416, 0.630], [-23.868, -10.317, 2.684], [-22.774, -11.208, 2.375], [-23.118, -12.422, 1.346], [-22.315, -13.339, 1.203], [-24.422, -12.406, 0.627], [-25.337, -11.414, 0.890], [-25.052, -10.368, 1.995], [-25.905, -9.432, 2.235], [-26.433, -11.548, 0.174], [-21.612, -11.175, 2.854], [-23.573, -9.598, 3.434], [-24.598, -13.202, -0.082], [-17.888, -12.890, 3.974], [-17.592, -11.949, 5.242], [-18.747, -11.302, 5.868], [-18.717, -10.428, 6.971], [-20.038, -10.100, 7.201], [-20.894, -10.546, 6.202], [-20.101, -11.418, 5.424], [-22.300, -10.310, 6.102], [-18.568, -13.732, 4.101], [-16.977, -13.363, 3.608], [-18.350, -12.306, 3.178], [-16.923, -11.122, 5.007], [-17.133, -12.530, 6.041], [-17.820, -10.036, 7.427], [-20.362, -9.465, 8.012], [-20.373, -12.118, 4.648], [-22.781, -10.577, 7.043], [-22.694, -10.722, 5.173], [-22.431, -9.242, 5.925], [-20.413, -11.469, -1.943], [-19.801, -12.043, -3.187], [-19.496, -11.276, -4.373], [-19.917, -13.443, -3.463], [-18.299, -12.187, -2.536], [-21.708, -10.823, -2.836], [-22.519, -11.837, -3.569], [-21.638, -9.497, -3.462], [-22.630, -10.533, -1.536], [-16.905, -11.726, 0.629], [-15.940, -10.917, 1.505], [-15.423, -9.568, 1.145], [-15.127, -11.747, 2.411], [-17.118, -10.372, 2.489], [-15.702, -11.977, -0.576], [-14.344, -12.389, -0.215], [-15.853, -11.095, -1.771], [-16.368, -13.401, -1.098]],
  "lowdin_charge": [0.951, -0.049, -0.354, -0.374, -0.150, -0.030, -0.361, -0.365, -0.073, -0.121, -0.148, 0.077, 0.099, -0.051, -0.127, -0.052, -0.012, -0.050, -0.071, 0.115, 0.000, 0.077, 0.078, 0.016, 0.119, 0.117, 0.126, 0.123, 0.136, 0.103, 0.082, 0.108, -0.354, 0.378, -0.276, -0.289, -0.271, 0.615, -0.297, -0.292, -0.195, -0.373, 0.462, -0.298, -0.327, -0.245, 0.634, -0.292, -0.287, -0.231]
}

{
  "formula": "C12H13N2",
  "method": "ωB97M-V/def2-TZVPD",
  "e_tot_ev": -15621.706,
  "largest_force_ha_per_bohr": 0.1014,
  "de_lowest_kj_mol": 627.5,
  "charge": 1,
  "elements": ["C", "C", "C", "C", "C", "C", "C", "C", "C", "C", "C", "C", "N", "N", "H", "H", "H", "H", "H", "H", "H", "H", "H", "H", "H", "H", "H"],
  "xyz": [[4.490, 0.418, 0.228], [4.097, -0.825, -0.240], [3.555, 1.424, 0.558], [2.769, -1.093, -0.358], [2.162, 1.144, 0.506], [1.811, -0.114, 0.020], [-3.297, 1.273, 0.381], [-3.131, 0.396, 1.298], [-2.822, 0.887, -1.022], [-2.641, -0.878, 1.365], [-2.190, -1.294, -0.050], [-1.704, -0.204, -0.928], [-0.359, 0.401, -0.652], [0.497, -0.437, -0.211], [5.512, 0.493, 0.276], [4.799, -1.516, -0.663], [3.869, 2.285, 1.074], [2.314, -1.876, -0.888], [1.532, 1.984, 1.030], [-3.714, 2.242, 0.287], [-3.621, 0.389, -1.385], [-2.575, 1.746, -1.674], [-1.832, -1.052, 1.990], [-3.577, -1.408, 1.724], [-1.325, -2.108, -0.110], [-3.051, -1.721, -0.550], [-1.569, -0.553, -2.005]],
  "nbo_charge": [-0.160, -0.202, -0.195, -0.167, -0.197, 0.039, -0.308, 0.551, -0.347, -0.568, -0.389, -0.117, -0.154, -0.154, 0.221, 0.230, 0.222, 0.223, 0.243, 0.322, 0.231, 0.272, 0.287, 0.286, 0.309, 0.244, 0.276]
}

{
  "formula": "C12H13NO",
  "method": "ωB97M-V/def2-TZVPD",
  "e_tot_ev": -16183.485,
  "largest_force_ha_per_bohr": 0.1666,
  "de_lowest_kj_mol": 843.9,
  "elements": ["C", "C", "C", "C", "C", "C", "C", "C", "C", "C", "C", "C", "H", "H", "H", "H", "H", "H", "H", "H", "H", "H", "H", "H", "H", "N", "O"],
  "xyz": [[-2.900, 1.654, -0.740], [-1.068, 0.502, -1.401], [0.007, 1.281, -1.876], [1.352, 0.972, -1.404], [1.633, 0.351, -0.217], [2.972, 0.148, 0.129], [0.507, -0.465, 0.403], [0.702, -1.486, 1.245], [-0.288, -2.100, 2.041], [-1.741, -1.635, 1.820], [-1.949, -0.944, 0.584], [-0.817, -0.378, -0.149], [-2.063, 2.755, -0.227], [-3.760, 2.057, -1.444], [-3.341, 0.698, 0.213], [0.067, 2.004, -2.624], [2.138, 1.571, -1.916], [3.709, 0.489, -0.804], [3.273, -0.823, 0.315], [3.730, 1.610, 1.538], [4.547, 0.297, 1.503], [1.764, -1.804, 1.601], [-0.091, -2.754, 2.860], [-2.455, -2.097, 2.474], [-2.912, -1.021, -0.184], [3.399, 0.469, 1.477], [-2.358, 0.793, -2.033]],
  "nbo_charge": [-0.355, 0.333, -0.284, -0.152, -0.058, -0.247, -0.044, -0.201, -0.186, -0.218, -0.232, -0.084, 0.236, 0.214, 0.254, 0.224, 0.204, 0.161, 0.212, 0.324, 0.347, 0.222, 0.217, 0.220, 0.244, -0.791, -0.558]
}